Entry 1:
Density functional theory data (ωB97M-V/def2-TZVPD) for 5 unconnected molecules or ions with the total composition CH12O4S2.

- Net charge: 0
- Relative energy (zero: lowest compared OMol25 entry of this formula, charge and spin): 145.1 kJ/mol
- Total energy: -31091.338 eV
- HOMO-LUMO gap: 8.73 eV
- E_LUMO: 0.07 eV
- M: 152.2 g mol⁻¹

Atoms and positions in Å:
C  -1.628  1.313  1.044
S  -1.879  0.698  -0.643
S  -1.005  -1.173  -0.465
H  -1.706  2.408  1.128
H  -2.282  0.949  1.843
H  -0.660  0.976  1.402
H  -0.600  -1.314  0.815
O  1.893  -2.111  -2.021
H  2.312  -1.586  -1.328
H  1.030  -1.658  -1.939
O  1.819  0.994  -1.352
H  1.524  0.321  -0.724
H  0.993  1.479  -1.475
O  1.483  1.998  1.643
H  1.045  2.372  2.408
H  2.376  1.729  1.872
O  0.925  -1.304  2.219
H  1.841  -1.580  2.316
H  0.960  -0.677  1.490

Entry 2:
Density functional theory data (ωB97M-V/def2-TZVPD) for a molecular structure, C30H29FeN4O7P.

- Net charge: 0
- Relative energy (zero: lowest compared OMol25 entry of this formula, charge and spin): 0.0 kJ/mol
- Total energy: -95552.094 eV
- HOMO-LUMO gap (spin up / spin down): 6.06 / 6.06 eV
- E_LUMO (spin up / spin down): -0.97 / -0.97 eV
- M: 644.4 g mol⁻¹

Atoms and positions in Å:
Fe  0.819  -0.319  -0.450
O  1.070  -2.216  -0.168
C  0.980  -2.872  0.953
C  1.455  -4.203  0.999
C  1.353  -4.968  2.137
C  0.763  -4.460  3.299
C  0.290  -3.168  3.282
C  0.396  -2.354  2.144
C  -0.131  -1.010  2.234
N  0.059  -0.111  1.344
N  -0.537  1.128  1.562
C  -0.244  1.935  0.574
O  0.500  1.638  -0.433
C  -0.854  3.294  0.603
C  -0.344  4.292  -0.222
C  -0.917  5.555  -0.226
C  -2.011  5.825  0.583
C  -2.528  4.830  1.402
C  -1.951  3.569  1.415
H  1.904  -4.602  0.098
H  1.734  -5.983  2.129
H  0.675  -5.070  4.187
H  -0.180  -2.752  4.167
H  -0.720  -0.738  3.109
H  0.503  4.060  -0.854
H  -0.509  6.330  -0.863
H  -2.459  6.811  0.579
H  -3.382  5.038  2.034
H  -2.331  2.786  2.057
O  -6.718  -1.479  2.054
C  -5.510  -2.076  2.185
O  -5.359  -2.956  2.982
C  -4.421  -1.586  1.282
C  -3.361  -2.450  1.022
C  -2.317  -2.048  0.211
C  -2.335  -0.776  -0.349
C  -3.372  0.107  -0.074
C  -4.414  -0.304  0.740
N  -1.233  -0.394  -1.155
C  -1.430  0.195  -2.258
C  -0.278  0.574  -3.087
C  -0.461  1.243  -4.286
C  0.654  1.571  -5.043
C  1.901  1.205  -4.571
C  1.987  0.529  -3.360
N  0.928  0.221  -2.624
H  -6.713  -0.879  1.300
H  -3.361  -3.431  1.478
H  -1.478  -2.701  0.005
H  -3.331  1.127  -0.436
H  -5.189  0.413  0.989
H  -2.430  0.402  -2.640
H  -1.459  1.501  -4.613
H  0.548  2.097  -5.982
H  2.801  1.432  -5.124
H  2.950  0.223  -2.974
C  4.568  1.800  -1.193
O  4.223  1.010  -0.064
P  3.231  -0.259  -0.143
O  3.628  -0.956  1.241
C  3.279  -0.315  2.474
O  4.050  -1.172  -1.179
C  3.456  -2.215  -1.962
H  5.427  2.404  -0.907
H  3.743  2.461  -1.471
H  4.849  1.170  -2.039
H  4.018  0.449  2.713
H  3.279  -1.087  3.239
H  2.289  0.138  2.415
H  3.696  -3.175  -1.509
H  3.891  -2.157  -2.959
H  2.373  -2.120  -2.007

Entry 3:
Density functional theory data (ωB97M-V/def2-TZVPD) for C6H10N2O3 in the gas phase.

- Net charge: 0
- Relative energy (zero: lowest compared OMol25 entry of this formula, charge and spin): 586.5 kJ/mol
- Total energy: -15501.928 eV
- HOMO-LUMO gap: 8.19 eV
- E_LUMO: 0.32 eV
- M: 158.2 g mol⁻¹

Atoms and positions in Å:
C  1.881  1.136  -0.735
C  1.697  -1.245  -0.256
C  -1.041  0.033  0.963
C  -2.517  -0.358  -1.186
C  3.758  0.197  0.201
C  -1.133  0.332  -0.571
N  2.409  0.096  -0.273
N  -0.075  -0.144  -1.398
O  1.769  2.262  -1.054
O  2.142  -2.129  0.360
O  0.521  -1.295  -0.810
H  0.036  0.309  1.206
H  -1.771  0.659  1.597
H  -1.395  -0.988  1.253
H  -2.343  -0.701  -2.228
H  -3.349  0.350  -1.260
H  -2.622  -1.208  -0.552
H  3.766  1.215  0.759
H  4.020  -0.579  0.995
H  4.610  0.340  -0.580
H  -1.129  1.388  -0.715

Entry 4:
Density functional theory data (ωB97M-V/def2-TZVPD) for 2 unconnected molecules or ions with the total composition C4H10OSi.

- Net charge: 0
- Relative energy (zero: lowest compared OMol25 entry of this formula, charge and spin): 524.1 kJ/mol
- Total energy: -14230.188 eV
- HOMO-LUMO gap (spin up / spin down): 7.79 / 8.35 eV
- E_LUMO (spin up / spin down): -1.10 / -1.05 eV
- M: 102.2 g mol⁻¹

Atoms and positions in Å:
C  -1.583  -0.156  0.100
C  -1.549  -1.615  0.118
C  -0.058  1.999  -0.129
C  -0.230  0.542  -0.157
O  -2.612  0.467  0.228
Si  1.442  -0.218  -0.647
H  -1.873  -2.225  0.954
H  -0.491  -1.793  -0.038
H  -2.079  -1.964  -0.730
H  0.959  2.403  -0.021
H  -0.210  2.258  -1.302
H  -0.873  2.604  0.437
H  0.759  -0.160  1.560
H  1.679  -1.604  -0.429
H  2.544  0.548  -0.112
H  1.215  0.002  -2.025

Entry 5:
Density functional theory data (ωB97M-V/def2-TZVPD) for C3H3NO2 in the gas phase.

- Net charge: 0
- Relative energy (zero: lowest compared OMol25 entry of this formula, charge and spin): 205.4 kJ/mol
- Total energy: -8743.002 eV
- HOMO-LUMO gap: 11.18 eV
- E_LUMO: -0.08 eV
- M: 85.1 g mol⁻¹

Atoms and positions in Å:
N  -2.600  0.580  -0.320
C  -1.564  0.156  -0.061
C  -0.191  -0.336  0.242
O  0.120  -1.464  -0.579
C  0.875  0.739  0.117
O  1.597  0.741  -0.834
H  -0.080  -0.737  1.318
H  1.059  -1.239  -0.778
H  0.784  1.561  0.895

Entry 6:
Density functional theory data (ωB97M-V/def2-TZVPD) for a molecular structure, C36H77BFN2O6P2SSiY.

- Net charge: 0
- Total energy: -95586.780 eV
- HOMO-LUMO gap: 7.88 eV
- E_LUMO: 0.56 eV
- M: 874.8 g mol⁻¹

Atoms and positions in Å:
Y  0.345  0.091  0.014
C  0.588  -1.569  -6.307
C  0.076  -1.587  -4.866
C  -1.383  -2.073  -4.835
C  0.902  -2.603  -4.069
P  0.115  0.056  -3.930
C  1.923  0.309  -3.570
N  2.119  1.392  -2.597
B  1.349  1.629  -1.373
N  1.744  2.982  -1.001
C  1.144  3.855  -0.011
P  -0.042  2.949  1.107
C  0.500  3.488  2.800
C  0.311  4.969  3.109
C  1.988  3.100  2.895
C  -0.256  2.617  3.822
C  -1.678  3.677  0.584
C  -2.772  3.180  1.541
C  -1.771  5.196  0.464
C  -1.910  3.045  -0.794
C  2.667  3.493  -1.916
C  3.330  4.711  -1.953
C  4.251  4.936  -2.978
C  4.498  3.961  -3.937
C  3.831  2.734  -3.903
C  2.905  2.510  -2.894
C  -0.246  1.449  -5.144
C  0.793  1.700  -6.239
C  -0.357  2.727  -4.294
C  -1.622  1.202  -5.771
H  0.627  -2.600  -6.684
H  1.598  -1.155  -6.375
H  -0.065  -1.005  -6.975
H  -1.447  -3.063  -5.303
H  -2.057  -1.405  -5.373
H  -1.741  -2.157  -3.806
H  0.724  -2.534  -2.998
H  0.622  -3.613  -4.391
H  1.974  -2.486  -4.241
H  2.293  -0.640  -3.189
H  2.496  0.542  -4.466
H  0.617  4.662  -0.517
H  1.916  4.327  0.597
H  0.691  5.612  2.308
H  0.863  5.214  4.024
H  -0.740  5.216  3.282
H  2.642  3.820  2.398
H  2.181  2.107  2.475
H  2.273  3.078  3.952
H  -1.328  2.821  3.840
H  0.139  2.808  4.827
H  -0.125  1.555  3.600
H  -2.727  3.691  2.506
H  -2.703  2.103  1.719
H  -3.756  3.390  1.105
H  -1.710  5.691  1.432
H  -2.742  5.448  0.025
H  -1.006  5.622  -0.187
H  -2.053  1.960  -0.717
H  -1.076  3.229  -1.473
H  -2.818  3.462  -1.243
H  3.143  5.474  -1.207
H  4.784  5.880  -3.019
H  5.222  4.150  -4.721
H  4.041  1.976  -4.652
H  1.801  1.825  -5.834
H  0.540  2.636  -6.752
H  0.816  0.910  -6.989
H  0.595  3.012  -3.838
H  -1.098  2.606  -3.504
H  -0.680  3.556  -4.939
H  -1.611  0.381  -6.491
H  -1.938  2.105  -6.306
H  -2.377  0.982  -5.009
C  1.087  -4.773  2.973
C  0.801  -4.279  1.557
C  2.116  -4.155  0.803
C  -0.108  -5.261  0.826
O  0.211  -2.946  1.569
Si  -1.070  -2.399  2.498
S  -1.506  -0.425  1.993
O  -0.755  -2.595  4.083
C  -0.225  -1.776  5.147
C  1.100  -1.167  4.700
C  -1.212  -0.680  5.530
C  -0.025  -2.718  6.318
O  -2.293  -3.431  2.105
C  -3.623  -3.661  2.609
C  -4.561  -3.498  1.425
C  -4.011  -2.692  3.724
C  -3.651  -5.089  3.129
H  1.549  -5.762  2.921
H  0.174  -4.847  3.568
H  1.776  -4.093  3.480
H  1.956  -3.974  -0.262
H  2.735  -3.357  1.226
H  2.670  -5.091  0.891
H  0.397  -6.228  0.752
H  -0.315  -4.906  -0.190
H  -1.056  -5.393  1.346
H  0.966  -0.589  3.777
H  1.842  -1.947  4.517
H  1.487  -0.497  5.474
H  -1.391  -0.004  4.693
H  -0.812  -0.106  6.372
H  -2.171  -1.116  5.828
H  0.686  -3.506  6.054
H  -0.976  -3.185  6.589
H  0.358  -2.174  7.185
H  -4.566  -2.456  1.090
H  -5.582  -3.781  1.699
H  -4.231  -4.132  0.598
H  -3.874  -1.655  3.404
H  -3.400  -2.864  4.614
H  -5.062  -2.841  3.987
H  -3.383  -5.789  2.333
H  -4.647  -5.347  3.501
H  -2.931  -5.198  3.946
O  1.799  -1.738  -0.930
H  1.554  -2.305  -0.182
H  2.739  -1.485  -0.739
O  4.111  -0.871  0.099
H  3.487  -0.570  0.802
H  4.563  -0.073  -0.199
O  -1.496  -1.725  -0.802
H  -1.987  -1.454  0.001
H  -1.361  -2.672  -0.668
F  1.970  -0.041  1.391